DFT (ωB97M-V/def2-TZVPD) results for a structure of composition C22H45BiClN4O4SSi2.

Positions of all 80 atoms, in Å:
Bi 0.77468 -0.31448 0.58582
H -0.60294 1.91105 -0.54909
H 2.70510 1.74317 3.35107
H -2.90684 0.52224 3.16243
C 2.73727 0.71746 3.73433
C -0.22157 -0.96852 -4.52819
H 3.39756 -2.18713 -0.90013
H 3.91155 -0.79569 1.02646
C -1.14595 -2.21617 2.15987
H -6.07657 3.56693 0.53701
H 3.74613 0.86770 1.11320
C -2.27571 3.19699 -0.62828
H -1.70683 -2.98504 2.69343
C 0.93776 0.02779 -1.73694
H -1.60401 -0.42009 3.85418
H 3.45648 2.02924 -1.52720
N 1.40748 0.12606 3.60401
H -2.46491 -0.50086 -1.33106
H -1.18078 3.72871 -2.40399
H -2.22978 0.70430 -2.58113
H 2.46634 -0.92537 -4.75247
Si 2.70696 -0.24764 -2.33293
H -3.96530 -1.02476 0.65400
H 0.03181 0.02448 -4.90335
C 1.39325 2.90727 1.10687
S 1.61690 4.44114 1.45337
C -5.67402 2.64076 0.94703
H 4.43184 0.75471 -0.79124
H -1.12463 -3.38522 -2.47520
H 4.72056 1.21875 -2.45540
H -0.31560 -1.91483 2.79424
H -2.84187 -0.89780 -3.00856
H 2.82554 -2.73211 -2.46361
C -3.27095 -1.72910 1.10279
O 2.56841 -5.07578 1.87508
C 3.93766 1.06620 -1.71115
H 0.71992 1.09086 -1.87765
Si -0.38451 -0.99301 -2.62777
H -0.71183 4.63207 -0.96223
H -4.13394 4.28550 -0.58552
C -2.19462 1.08990 0.62956
C -1.56156 4.20125 -1.49575
C 3.74622 -0.09576 2.93555
C 2.83842 -0.04631 -4.22661
O 1.51019 -3.37705 0.64368
C -2.09271 -1.05490 1.84617
H 2.27919 0.82047 -4.58480
C -1.61281 2.06118 -0.21038
H 4.43905 -2.03639 -2.31074
H -0.23261 -2.91222 -1.02240
H 3.09018 0.76350 4.77426
C -0.27718 -2.80456 -2.10648
H 0.63440 -3.26440 -2.49230
N -1.46097 -0.02358 1.00347
C 3.40670 -1.95542 -1.96331
C -2.14515 -0.36113 -2.36013
H -1.16870 -1.26409 -4.98473
Cl 2.45891 -3.66613 1.69525
H 0.54283 -1.66321 -4.87895
O 2.00378 -3.05330 2.91913
H 3.88338 0.08941 -4.51428
H -0.74109 -2.67436 1.25838
C -2.49398 -0.48001 3.22567
H -3.21989 -1.13165 3.71718
C -4.22889 2.46512 0.55157
C -3.53622 1.34325 0.99069
H -2.86781 -2.35082 0.30059
H 4.75950 0.24811 3.18167
H 1.48072 -0.88619 3.63365
N 1.24710 1.77722 0.82016
H -6.27789 1.81100 0.57363
H -2.23065 5.01249 -1.78301
N 3.46581 -0.02112 1.50455
O 3.74481 -3.11843 1.34540
C -3.59948 3.40328 -0.25044
H 0.78674 0.44397 4.33513
H 3.67281 -1.13938 3.23764
H -4.08955 0.66660 1.62221
H -3.82771 -2.37641 1.78412
H -5.78597 2.67031 2.03283

## Properties
E_LUMO   0.097 hartree
HOMO energy   -4.84 eV
Net charge   -1
Energy relative to the best compared isomer or geometry (same formula, charge and spin)   0.000 eV
Gap between HOMO and LUMO   7.5 eV


DFT (ωB97M-V/def2-TZVPD) results for a structure of composition C22H45Br3F6N5O7S2 at a distorted geometry.

Positions of all 90 atoms, in Å:
H 3.40191 -3.38137 -1.43545
H 3.72434 2.64806 -2.87415
C 4.47500 -3.19662 -1.38592
C -1.13207 0.84534 0.90663
H 1.83021 -1.13968 -1.39081
F -4.71905 3.21900 -2.90043
H -1.56166 -4.23516 1.07032
O 2.28209 5.14705 -0.58898
H 3.72026 0.90512 0.93183
H 1.00099 0.40726 -1.39186
Br 2.41030 2.50318 1.77329
Br 6.94488 3.98454 1.26964
O -5.39397 0.11710 1.43783
H -2.35212 -5.32606 0.12222
H -1.93939 -3.62735 -0.61159
H 0.94372 -0.53394 2.08294
C 3.76676 -0.93548 -0.52292
F -6.74145 3.59494 -2.34980
H 0.04392 -2.28233 -0.30341
F -7.28988 -1.20033 -0.40383
H 4.50311 4.72457 1.22532
H 3.70229 -0.63787 0.52369
H -5.63788 -3.50697 0.13498
F -5.76900 -2.66779 -1.24220
N -3.54680 -3.74190 0.68112
H 3.39138 1.00916 -0.85349
Br -1.23926 -0.35020 -2.83144
H 3.60510 1.93131 -1.22370
C 2.97473 1.06216 0.15233
F -6.15413 1.76818 -3.47747
H 5.76517 2.89674 -0.44747
H -0.45419 -0.66343 3.13733
C 5.61502 3.81438 -1.01625
H 4.90331 1.83096 2.01755
C -2.08181 -1.46383 1.20874
C 3.51232 4.99714 -0.68636
H 5.99022 4.60081 -0.36137
C -3.21840 -0.96056 2.23130
F -6.36247 -2.65548 0.84151
H 5.08160 4.13521 2.86885
H -0.75309 -0.85844 -1.03793
C -6.13558 -1.80902 -0.18836
H 2.43039 3.19037 -1.81377
S -4.82842 -0.52825 0.24874
H -2.33217 2.26216 -0.38351
O -6.94110 1.46997 -0.27226
C -0.01973 -1.19419 -0.30475
H 4.55589 2.26444 0.39387
H -4.78116 -2.66873 1.86924
H -3.61051 -0.01751 1.85049
N 4.16081 3.89522 -1.16178
H -4.50542 -3.30902 -1.16336
H -4.91930 -4.91819 -0.41893
C 5.04286 3.96638 1.79270
H -1.07118 1.38479 -1.19152
C 5.31578 -4.32217 -0.97242
C 4.92229 -1.90414 -0.60453
H 5.70973 -1.41694 -1.17957
O 2.03403 0.04169 0.34912
H 2.71197 -1.17253 -0.66198
H 4.64300 -3.12439 -2.46047
C 1.24377 -0.45789 -0.77488
C -1.82525 1.29755 -0.40929
C -3.79864 -3.16178 1.93062
H 4.04194 -0.05146 -1.09815
H -2.60891 0.58205 -0.65835
S -5.59907 1.73707 -0.76022
H 4.17723 5.82461 -0.39416
N 5.97922 -5.17256 -0.63305
N -4.80556 0.44972 -1.18180
C 3.45659 2.82338 -1.83220
H -1.93347 -2.50747 1.48609
H 2.55068 2.05916 0.27174
C -4.68234 -3.86860 -0.24485
N -0.79927 -0.67617 0.99694
H -4.00258 -1.65029 2.54343
H -2.55583 -1.46103 0.22721
C -0.00428 -1.05304 2.22416
H 6.23825 3.87413 -1.90849
O -4.84482 2.68538 0.05541
O -3.71566 -1.40821 0.51204
H -0.20877 1.41138 1.03003
H -2.85098 -0.78164 3.24178
C -2.25450 -4.24569 0.22892
O -3.03512 -3.08869 2.80784
H 5.32565 -2.16840 0.37300
H 0.05270 -2.14130 2.24729
C -5.82978 2.64030 -2.50008
H -1.73751 1.04847 1.78997
C 4.40213 2.59363 1.42153

## Properties
E_LUMO   0.050 hartree
HOMO energy   -4.90 eV
Net charge   -1
Energy relative to the best compared isomer or geometry (same formula, charge and spin)   31.185 eV
Gap between HOMO and LUMO   6.3 eV


DFT (ωB97M-V/def2-TZVPD) results for a structure of composition C22H45FeN2OP3Se at a distorted geometry.

Positions of all 75 atoms, in Å:
C -1.02451 -2.19298 4.22732
H -0.82407 -3.69434 0.85690
H 3.49297 -2.41770 -1.89202
P 2.01201 -0.44896 -1.65108
C 1.35860 1.24489 3.01163
H 0.59246 -4.20710 -0.22033
C -1.35458 -0.17042 5.58813
P -0.83861 1.98503 -1.22406
H -0.25321 3.59126 -2.79635
C -1.05950 3.17613 0.07752
C -1.35323 -2.65228 -3.59949
C -2.49148 2.47854 3.43184
H 3.95584 -0.14849 0.76971
C -1.78466 -2.97538 -4.88328
C -1.75170 1.10145 5.39363
H 1.46215 0.19923 -3.92220
H -2.11559 3.17970 0.38166
H -1.20833 -0.14380 -1.63399
C -1.88289 -1.52605 -2.96164
H -3.48743 -0.05322 -3.04604
C -2.69409 -2.14783 -5.56458
Se -1.65573 -0.31472 1.47305
H -4.16064 -0.54656 -5.31466
H 2.23392 1.71569 3.46306
H 2.89297 -1.19109 1.80105
C 1.13369 -3.28299 1.62376
H 2.06909 -2.76624 -0.83586
H 1.75364 3.32843 0.85099
H -0.44669 2.99786 0.97775
H -1.66689 3.18685 3.19781
Fe 0.09711 0.58815 -0.05677
H -1.45917 -2.58476 3.30633
H 1.22153 2.77477 -2.16457
C 1.79848 -0.73138 -3.44501
H 2.94610 1.74049 -2.18304
C 3.40514 0.76892 -1.94425
H 3.96510 0.42460 -2.82869
C 2.83470 -2.01891 -1.10106
H 3.17032 2.54504 0.02560
C -3.32809 -1.11110 -4.87195
H -2.90207 0.68187 -0.88847
N -1.98662 1.24851 4.02899
C -2.93817 -0.82423 -3.56932
H -1.45037 -2.71010 5.09637
H 0.25805 1.95441 -3.39311
H 1.10389 -1.53873 -3.69381
H 3.74557 0.22076 2.50372
H -1.94232 1.92281 6.05884
O -1.30098 -1.17988 -1.77206
H -2.60659 1.24950 -2.60076
H 3.44804 -1.86431 -0.20202
C 3.23782 -0.16138 1.60358
H 3.17150 2.79254 1.80957
H 0.05483 -2.38718 4.21661
H 4.07963 0.87923 -1.08636
H 0.85161 -2.35657 2.17441
H -3.08025 2.25534 2.51572
H 2.78441 -1.00713 -3.84614
P 1.78903 0.92794 1.28441
H -1.13366 -0.69378 6.49167
H -0.76936 4.11157 -0.41967
H -3.13557 2.95128 4.19601
N -1.32994 -0.79193 4.35589
H 1.14900 0.30684 3.53430
H -3.23070 2.33531 -1.31865
C 0.26278 -3.81734 0.74743
C -2.55548 1.50766 -1.54251
H -1.42999 -3.87574 -5.37586
C 0.19676 2.63081 -2.53199
H 2.20598 -3.55300 1.66849
H -2.91381 -2.27739 -6.64087
H -0.61522 -3.24743 -3.08048
C 2.55083 2.57293 0.93139
C -1.63622 0.09909 3.35080
H 0.51285 1.93697 3.07709

## Properties
E_LUMO (spin up / spin down)   -0.305 / -0.431 hartree
HOMO energy (spin up / spin down)   -16.03 / -15.71 eV
2S+1   6
Net charge   +3
Gap between HOMO and LUMO (spin up / spin down)   7.7 / 4.0 eV


DFT (ωB97M-V/def2-TZVPD) results for a cluster of 7 separate species, C22H45N7 in total at a distorted geometry.

Positions of all 74 atoms, in Å:
C -2.52272 0.43606 -0.42947
H 2.53710 0.03666 5.59163
H 3.32298 1.22283 -5.44441
N -2.20155 -2.01607 -0.15623
H 0.44261 -3.48113 0.32978
H -2.32542 -3.59770 -2.25275
H -4.22091 -1.75171 -0.75115
N 2.64368 2.10124 -0.81946
H -2.94033 -2.11197 -2.82230
H -2.43804 2.07558 -4.53263
H -3.87591 -3.34677 -0.13889
H -1.55184 -0.54857 1.17860
N 0.19692 1.03018 4.02999
H 0.80992 0.02342 -0.66787
C -2.41526 -0.73795 0.53396
H -3.47526 0.54042 -0.94747
C -3.44987 -2.52493 -0.72382
H -1.55493 2.22464 4.15939
C 0.72440 -0.28398 4.35226
C -1.62536 2.58131 -4.03195
H 0.31707 -1.85283 0.96315
C -0.11864 -2.85419 1.02292
C 3.28066 1.71299 -4.47302
C 1.36896 -4.40478 -1.92642
H 1.00921 3.10838 1.42634
H 0.79910 0.57202 -2.26992
H -1.81106 -0.32338 5.81176
C -1.63575 0.74680 5.71298
H -0.61153 3.05326 2.20376
H -2.35001 1.37561 0.10515
H -0.90595 1.98704 -3.45550
H 4.65119 3.94282 -2.40809
H 0.52887 -1.04463 3.57811
H -0.96397 1.09622 6.49637
N 1.73630 -5.16960 -4.38287
H 2.79129 0.34917 3.85953
C 2.00997 -1.02832 -2.06437
C -1.60146 -2.95247 0.79578
H -3.23690 -0.73335 1.26498
C 0.53415 1.33434 2.65528
H 2.96441 4.61162 -2.50480
H 0.76205 -3.49921 -1.95577
H -4.02849 -3.47430 -2.65544
N 1.63985 3.73948 -4.61030
H -1.80348 -3.99201 0.50489
H 4.02877 4.94072 -1.08053
H 4.28886 1.98262 -4.17133
C 3.14193 3.04287 -1.24325
H -1.71062 0.40035 -1.15723
C 2.24553 -0.25708 4.58556
H 1.53495 0.94717 2.44841
C 1.60904 -4.84779 -3.29403
N 2.94438 -1.61847 -2.38534
C -3.20308 -2.94772 -2.16857
H -0.03760 0.79409 1.87786
H 0.71048 3.49560 3.13770
H 0.18113 -3.22337 2.00686
H -2.62361 1.17114 5.92379
C 3.75936 4.23686 -1.86283
C 0.76255 -0.35488 -1.69239
H 0.82524 -5.20207 -1.41992
C -1.22242 1.19916 4.32774
N -2.48006 4.22445 -2.18601
C 0.45552 2.82210 2.31563
H -2.19748 -2.93351 1.72489
H 2.67498 -1.24873 4.40040
C 2.35074 2.84408 -4.54880
H 0.34953 -0.75698 5.25692
H 2.25331 -4.13242 -1.35569
H -0.94645 3.13268 -4.68455
H -1.77642 0.60584 3.56934
H -0.11551 -0.99387 -1.73035
H 2.89969 0.99592 -3.74496
C -2.10878 3.50899 -3.00099

## Properties
E_LUMO   0.015 hartree
HOMO energy   -8.49 eV
Net charge   0
Energy relative to the best compared isomer or geometry (same formula, charge and spin)   0.000 eV
Gap between HOMO and LUMO   8.9 eV


DFT (ωB97M-V/def2-TZVPD) results for a structure of composition C22H45NO15S6 at a distorted geometry.

Positions of all 89 atoms, in Å:
H 2.29932 -8.00681 4.34230
H 5.12294 -5.54810 1.94088
O 3.09886 -4.79529 5.50273
C -4.13857 -2.06302 -7.71491
C 3.14025 1.59981 -0.59685
H -6.14252 -1.37856 -7.36136
H 0.46992 3.23086 -1.78119
S 2.74506 -5.70374 4.45906
H 1.68059 -0.85190 1.43252
S 0.37413 6.97958 1.11738
H 3.00104 -2.55261 -0.62331
C -5.59969 -3.48131 -3.44773
H 1.79775 -2.63037 1.27482
H 5.92772 -4.13321 3.86584
S 5.56744 -0.18022 1.80240
O 4.53859 -1.31748 1.29812
N -3.21809 -0.43518 1.12250
O -5.56054 -2.44135 -5.74036
H -5.29996 0.71509 2.68081
H 2.70544 8.87603 -0.61897
C 1.60652 -1.69608 0.75102
H -6.44374 -2.85450 -3.17406
O 4.03152 -6.02263 3.58007
H -4.40532 -3.05367 -8.08261
C 1.69589 1.78387 -0.15664
H 3.07607 1.21286 -1.60938
H 2.28695 -1.10961 -1.27320
C 1.05850 6.09376 2.47447
H 3.56276 -4.74637 2.00668
O -4.30328 -1.27636 -3.98237
H -0.26474 9.55287 -0.33299
O 5.19513 0.36037 3.06279
C 0.23797 -1.76005 0.09670
C -3.48847 0.75296 0.29098
C -5.55611 0.05909 1.84511
C 0.78722 9.81956 -0.42145
H -5.92839 -4.38372 -3.95599
H 3.45744 -7.59632 5.64793
H 4.40523 -3.25882 3.83831
H 0.04081 -0.79011 -0.35887
C 2.53911 -7.31176 5.14181
C -4.88140 0.73883 -0.31769
O 1.65954 7.85639 0.78214
H 1.71934 -7.25366 5.85407
H 1.92018 3.41967 -1.16303
H -4.94145 -0.55880 -6.37664
C 2.67664 -1.54661 -0.35421
C 3.82469 0.65954 0.37536
C 3.90954 -0.79933 0.07126
H 0.26140 5.48145 2.88982
S -2.82829 -2.02203 -1.01763
H 1.38676 7.92242 -1.28049
O -3.45233 -3.41347 -4.91775
H -4.97230 1.65796 -0.89603
O 6.93025 -0.54844 1.70423
H 5.47449 -3.16992 2.44541
H -3.99877 -1.39335 -8.56379
H -4.27179 -1.39029 2.66070
O 5.20658 0.95591 0.68834
H 3.61544 2.57281 -0.52195
H -5.02580 -0.11559 -0.97676
H 1.86972 5.46751 2.11443
C 0.92523 3.03294 -0.80692
H -4.80250 -1.84310 1.05588
O 0.81374 1.47587 -1.10556
H 4.69296 -0.99507 -0.66567
H 1.47022 1.58451 0.88452
C 4.42887 -5.03674 2.60518
H -3.40191 1.65873 0.89153
H 3.33749 0.76205 1.35294
C -5.22127 -1.52431 -6.80097
O 0.13484 6.08094 0.03133
H -6.45389 -0.47815 2.15880
C 1.66818 8.58684 -0.46181
C -2.46424 -1.42446 0.43626
H -2.79196 0.84556 -0.53860
O 1.65474 -5.40868 3.58051
H -3.18728 -2.15344 -7.19288
H 0.18776 -2.48339 -0.71424
O -0.66739 7.83221 1.59611
S -1.04926 -2.00010 1.35238
H 0.91534 10.40069 -1.33489
H -5.01399 -3.73655 -2.56694
O -5.88594 0.79668 0.68499
H 1.41107 6.80586 3.21553
C 5.10135 -3.82895 3.22382
S -4.54310 -2.57775 -4.52502
H 1.03990 10.44295 0.43595
C -4.48219 -0.99374 1.66498

## Properties
E_LUMO   -0.014 hartree
HOMO energy   -8.30 eV
Net charge   0
Gap between HOMO and LUMO   7.9 eV


DFT (ωB97M-V/def2-TZVPD) results for a structure of composition C22H46BaBrP3 at a distorted geometry.

Positions of all 73 atoms, in Å:
H -1.13107 -2.82020 -3.44179
C 2.85802 1.62409 0.93859
H 1.91032 4.13468 -0.93572
C 3.89471 0.97712 0.05011
C -3.52758 0.28638 -1.82317
C 1.25086 -4.09366 0.12007
H -4.57422 3.00117 -0.82782
H 1.54541 -5.04083 0.59526
H -3.18410 -0.62305 -2.32965
C 1.88311 2.58550 0.55192
Br -1.60446 -1.38560 2.31637
H 0.52960 3.04382 -1.11707
H -2.83383 -4.10625 -0.94386
H 4.28831 0.99797 3.65926
H -2.66908 0.80442 -4.48622
H -1.09681 3.17771 1.57195
H -3.67194 -0.50106 0.18838
H -1.09804 1.03712 -5.22376
H 4.47094 -2.48542 1.23547
H -5.09476 -0.79632 -0.81000
P 2.06780 -2.71663 1.00448
H 3.78850 -0.10938 -0.05324
H 2.95141 -0.13318 3.89972
H -4.79587 0.79436 -0.14381
H -3.02344 3.17918 -2.67405
H 0.44286 -3.39168 -2.96650
H -0.96484 -4.43569 -2.75676
C -1.71988 1.32644 -4.37580
H -3.30310 3.02035 0.37172
H 4.03467 -0.32444 2.51847
H 4.88940 1.18948 0.45690
H -4.15396 0.80078 -2.56205
H 1.37932 1.26795 4.76081
H -0.67124 -3.84017 1.03383
C -4.31436 -0.07475 -0.58357
C -0.24755 -4.00375 0.04007
H 2.53186 -2.55767 3.37562
C 2.66702 1.34162 2.31660
C 0.99010 2.10355 4.17589
H -0.11420 1.56640 -2.94806
C -0.15715 3.73252 1.71891
C -2.64112 -3.04071 -0.80490
H -0.74154 -0.04370 -3.02399
H -0.08221 4.48854 0.93477
H -3.68495 4.47927 -0.52573
H 2.14740 2.52662 -1.60636
C 3.81378 -3.13041 0.65776
H 2.30486 -4.25329 2.89990
C 1.58116 2.11341 2.78485
P -0.87698 -2.65582 -1.02712
H 0.90874 -3.15748 3.08156
C -2.58838 3.00704 -1.68447
H 1.69487 -4.11541 -0.88180
H -0.65365 -4.95385 -0.32739
H -3.25545 -2.50300 -1.51595
H -1.92974 2.38956 -4.48443
H -1.71101 3.65486 -1.62757
C 1.94838 -3.22996 2.75140
C 1.59259 3.08933 -0.85143
Ba 0.43765 0.39860 1.04253
C -0.60907 -3.40517 -2.68450
C -1.04797 1.00989 -3.05484
C -3.58692 3.39803 -0.61012
H -0.21292 4.24279 2.68174
H 1.28479 3.02867 4.68467
C 1.09435 2.88184 1.69923
H 3.86556 1.41750 -0.94812
H 4.05062 -2.97667 -0.39385
H -0.10323 2.03319 4.19606
H -2.97303 -2.76056 0.19028
C 3.51832 0.41227 3.14044
P -2.00826 1.26893 -1.50124
H 4.04062 -4.16723 0.91114

## Properties
E_LUMO   0.010 hartree
HOMO energy   -7.38 eV
Net charge   0
Energy relative to the best compared isomer or geometry (same formula, charge and spin)   0.453 eV
Gap between HOMO and LUMO   7.6 eV


What is the formula in the first record? C22H45BiClN4O4SSi2